C21H58BN8O5P2 | the ωB97M-V functional and the def2-TZVPD basis

XYZ file:
```
95
C21H58BN8O5P2 | the OMol25 dataset | the ωB97M-V functional and the def2-TZVPD basis
H 3.401 -2.232 -3.118
P -4.081 -1.772 -6.575
H 2.970 -0.438 -3.548
H -3.435 -5.092 -5.246
H -6.260 -0.112 -6.558
N 1.146 3.217 7.705
C -0.036 3.523 6.933
H -0.812 -2.737 -0.194
C -6.418 -3.418 -7.149
H 3.114 -3.499 1.346
N 2.654 4.715 8.813
H 0.008 1.618 8.517
H 1.608 1.823 9.212
O 0.331 -4.467 -0.501
H -3.506 -5.227 -7.605
H 1.238 5.854 5.334
H -6.171 -4.196 -6.425
H -0.895 3.605 7.609
H 0.782 -0.044 -5.135
H 0.055 -0.324 -3.435
H 1.147 0.905 3.095
N -3.797 -3.458 -6.553
H -3.171 -2.065 -9.750
H 4.702 4.575 5.569
O 3.231 -2.228 3.846
H 4.141 6.160 5.080
H 4.638 -0.112 3.668
C -3.069 -4.224 -7.539
H 1.540 -0.394 4.302
H 4.717 5.125 8.633
N -4.101 -1.065 -8.141
H -0.412 -3.683 1.389
H -2.261 -0.050 -8.477
H 3.691 6.561 8.779
O -2.630 -1.364 -6.275
H 1.754 -5.712 -0.262
H -3.126 -3.822 -8.544
H 4.257 1.221 2.456
C 1.507 5.060 9.630
H -7.510 -3.341 -7.115
B 1.320 -2.342 0.478
H -2.008 -4.328 -7.290
H -6.907 -0.829 -8.044
H 4.037 5.539 10.193
C -3.571 -4.008 -5.220
H -4.825 -2.615 -9.395
H 0.943 -2.904 -3.733
C -6.693 -1.019 -6.987
H -7.640 -1.186 -6.462
C 2.006 0.326 3.552
O 2.933 2.798 6.139
N 2.813 -0.367 2.498
C 1.430 -1.929 -4.075
C -3.323 0.164 -8.306
H 4.901 -0.408 1.851
C 3.826 5.529 9.118
C 0.339 -0.805 -4.418
H -2.691 -3.564 -4.741
C 2.760 -1.818 2.749
C 3.804 5.149 5.330
H 0.983 4.176 9.997
C 4.238 0.094 2.625
H 1.594 -3.657 2.343
N 2.041 -2.470 -0.875
O 0.931 -5.481 0.220
H -0.591 -1.254 -4.934
N -5.788 -2.153 -6.827
H 0.964 -1.232 0.738
P 2.748 3.709 7.362
C 2.595 -1.428 -3.119
H 3.337 4.711 4.440
C 1.042 1.877 8.275
N 2.882 5.169 6.467
H 2.626 1.066 4.161
H 1.203 -0.563 -1.588
H 2.981 -0.565 -1.120
H 1.435 1.115 7.593
H 1.809 5.602 10.532
H 1.180 6.291 7.057
H 2.943 -2.944 -0.792
C 1.841 6.136 6.205
H -4.441 -3.815 -4.582
H -4.578 -1.089 -10.183
C 2.213 -2.912 1.747
H 1.921 -2.191 -5.078
H -6.156 -3.772 -8.150
C -4.165 -1.749 -9.411
H -3.411 0.800 -7.423
H 0.008 4.473 6.411
H -3.696 0.754 -9.151
C 2.142 -1.188 -1.601
C -0.031 -3.349 0.374
H 2.275 7.120 5.997
H 0.795 5.697 9.100
H -0.262 2.754 6.186
```

Computed properties:
Charge: -1
Orbital gap: 4.09 eV
E: -2356.3930 Eh
ΔE to the lowest compared entry with this formula, charge and spin: 0.0000 eV
HOMO: -0.120 hartree

***

C21H59NO12PS2 | the ωB97M-V functional and the def2-TZVPD basis

XYZ file:
```
96
C21H59NO12PS2 | the OMol25 dataset | the ωB97M-V functional and the def2-TZVPD basis
O 11.462 -6.096 3.533
C -1.200 6.411 -0.148
H -10.145 2.682 -6.648
H -1.207 7.504 -0.214
C 12.739 -5.822 2.961
H 0.744 -4.152 2.326
C -2.265 5.952 0.835
H -7.929 1.233 -6.339
H -2.307 4.858 0.885
H -1.492 0.822 2.205
H -2.724 1.116 0.986
C -6.303 0.425 -4.233
H 0.453 6.320 1.256
C -12.534 2.534 -7.581
H -10.819 -0.131 -6.182
H 9.190 -2.783 2.825
H -13.525 2.074 -7.633
H 10.172 -3.604 4.060
H -6.475 2.797 -5.203
H 0.226 4.839 0.298
H -4.980 0.488 -5.928
H -1.499 4.933 -1.395
H 0.937 6.260 -0.454
H 12.227 -3.771 2.496
O 2.923 -1.342 2.007
H -7.206 0.922 -3.861
H -1.801 -0.028 -3.660
H 13.977 -4.081 2.578
C -5.909 0.966 -5.598
C 0.182 5.933 0.269
H -1.499 3.096 -3.460
H -2.913 -0.934 3.069
H 13.590 -7.683 3.660
H 13.826 -6.336 4.766
O 0.153 -4.383 4.735
O -1.504 5.903 -1.444
H 4.053 -4.295 2.152
C -7.001 0.725 -6.627
H -2.068 6.339 1.840
H -0.412 0.797 -2.916
H -3.255 6.292 0.516
H -6.489 -0.653 -4.274
H 14.797 -6.433 3.278
C -11.617 0.615 -6.245
C -3.112 1.237 4.427
S 0.213 -3.490 3.450
C -2.429 1.356 2.013
H -0.944 2.421 -1.203
O 7.970 -1.101 4.483
O 5.067 -3.704 4.308
H 10.010 -1.135 4.502
C -3.510 0.928 2.993
O -1.823 2.050 -1.018
H -7.208 -0.344 -6.740
H -2.239 2.432 2.080
C 9.245 -3.050 3.886
H -2.198 0.699 4.705
H -6.709 1.131 -7.601
H -1.327 -0.378 -1.981
H -2.942 2.310 4.567
H 12.705 -6.145 1.914
O -1.270 -3.077 3.103
H 13.002 -3.972 4.062
H -3.330 1.101 -2.015
H -5.513 0.616 -3.500
O -3.741 -0.472 2.858
H 10.164 -2.683 6.477
C -11.444 1.479 -7.484
H -12.581 0.097 -6.257
H -11.556 1.221 -5.334
C 9.237 -2.155 6.233
N 1.033 -2.008 3.883
O -10.171 2.118 -7.440
H -12.506 3.208 -6.717
H -3.893 0.913 5.122
C 13.804 -6.610 3.705
O -5.656 2.365 -5.496
H -11.462 0.847 -8.379
O 3.460 -1.086 4.438
H 2.906 -4.956 4.168
H 11.483 -5.812 4.462
H -3.126 3.427 -2.881
C 9.180 -1.804 4.754
H -12.389 3.156 -8.471
H -2.883 2.259 -4.201
H 8.397 -3.714 4.089
C 13.009 -4.327 3.025
S 2.713 -2.016 3.405
C -2.341 1.517 -2.235
H -4.448 1.440 2.752
C -2.471 2.634 -3.258
P 3.682 -3.927 3.519
H 7.227 -1.687 4.704
H 9.177 -1.249 6.846
H 8.389 -2.787 6.519
C -1.422 0.413 -2.733
```

Computed properties:
Charge: -1
Orbital gap: 7.98 eV
E: -2930.7536 Eh
HOMO: -0.231 hartree